# 1
# C40H68FN9O4S

A cluster of 8 separate species, C40H68FN9O4S in total in a non-equilibrium geometry (ωB97M-V with the def2-TZVPD basis set, OMol25).

Values from the calculation:
SMILES: COCN(CCCNCc1ccccc1O)S(=O)(=O)F.CCCC#N.CCCC#N.CCCC#N.CCCC#N.CCCC#N.CCCC#N.CCCC#N
HOMO-LUMO gap (eV): 9.28
E (eV): -77732.0178

ORCA input file:
```
! wB97M-V def2-TZVPD RIJCOSX def2/J DEFGRID3
* xyz 0 1
H -5.431 -12.112 -6.867
N 0.827 -2.334 -3.029
H 0.127 -6.963 -4.880
N -3.886 0.703 -0.567
H -1.247 -0.732 3.676
H 4.405 6.401 7.976
C -6.029 2.170 -0.288
H 5.427 5.510 5.871
H -3.694 -10.438 -6.171
N -3.556 -3.596 -2.396
H 3.817 4.799 8.387
H -0.476 -0.030 0.224
H 0.708 -8.987 -6.230
C 5.075 9.803 10.624
C -3.824 -4.790 -4.706
C 1.659 0.648 0.373
C -2.272 3.490 1.788
O 5.732 1.618 2.320
S 3.569 3.749 1.423
H -6.891 1.511 -0.152
C 6.063 10.626 9.795
H 2.046 6.207 7.364
H -5.149 -9.677 -6.822
H -2.532 0.528 -3.850
C 7.079 9.768 9.050
H 4.147 0.297 2.329
H -3.610 -5.855 -4.578
C -1.607 -7.752 -6.961
F 2.654 4.242 0.145
H 3.983 1.771 3.405
H -6.347 2.473 -2.408
N 4.630 2.459 5.846
H -3.019 -12.769 -7.015
C -3.626 -12.619 -7.911
H -3.068 -2.107 -5.293
C -1.319 -0.865 -2.761
H -2.497 3.591 5.294
C -1.841 1.797 4.104
H 1.869 -7.227 -4.914
H -2.182 -1.524 -2.628
C 4.319 1.415 2.383
N -2.115 -11.789 -9.874
H -7.245 3.567 -1.368
C -0.492 1.105 -4.151
H 5.616 9.168 11.330
H -5.460 4.793 -2.515
N 3.578 2.039 1.269
H -2.458 4.164 0.913
C 4.061 5.458 7.549
C 6.227 1.148 3.599
H 2.370 4.802 6.348
C -4.774 -11.652 -7.610
C 0.465 -0.310 0.781
C -2.883 -4.222 -5.766
H -4.043 -13.594 -8.176
N -2.635 -7.828 -6.451
H 0.485 0.662 -4.353
H -2.539 -2.443 -6.940
H -0.276 -8.354 -8.454
C -2.526 4.057 3.116
H 3.010 6.390 5.894
H -0.410 1.729 -3.257
C -4.829 1.347 -0.447
H 2.509 0.054 -0.073
H 1.436 2.535 1.452
O 4.905 4.254 1.231
H -1.243 -0.258 -1.855
H 7.792 10.403 8.521
C 0.850 -7.990 -6.657
H -1.846 -4.283 -5.423
H -4.230 3.698 -1.884
C -3.675 -4.121 -3.412
C -5.207 4.142 -1.676
H 7.640 9.134 9.742
H 5.600 0.277 3.956
H -2.957 -4.840 -6.664
H -2.876 5.108 3.269
C -1.563 0.035 -3.973
C -1.816 2.104 1.631
H 7.269 0.762 3.470
C 2.119 1.647 1.493
H -1.857 -0.868 1.977
H 6.595 9.126 8.311
O -1.656 1.066 5.282
H 6.098 4.803 7.331
H 4.458 10.482 11.219
C 1.005 -6.976 -5.530
C -0.300 -7.657 -7.611
H -5.118 4.764 -0.782
H -1.642 1.755 0.589
C 2.800 5.728 6.737
C 4.878 3.513 6.231
C 5.195 4.856 6.716
H -5.946 2.773 0.621
C -0.117 -1.688 -2.911
H 1.154 -5.968 -5.925
H -0.164 -6.655 -8.026
H -5.375 -11.489 -8.509
H 0.731 -1.337 0.385
C -1.153 -0.286 2.643
H 1.281 1.283 -0.484
C -4.295 -10.309 -7.073
H -3.695 -9.776 -7.811
H -1.626 -0.567 -4.883
O 2.951 4.192 2.659
H 0.569 -1.399 2.498
N 3.508 8.335 9.135
C 4.197 8.981 9.789
C -1.594 1.201 2.776
H 6.139 1.939 4.405
H -0.717 1.084 5.542
H 5.524 11.251 9.078
C -3.203 -2.780 -6.142
H -4.860 -4.715 -5.046
C -2.299 3.188 4.267
H -4.232 -2.686 -6.496
C -2.781 -12.154 -9.012
H 1.780 -8.019 -7.231
H -0.743 1.753 -4.993
H 2.065 1.246 2.534
H 6.601 11.301 10.465
N 0.254 -0.464 2.240
C -6.278 3.073 -1.497
*
```

Mulliken atomic charge list, values in e, 2 entries: 0.319, -0.575

***

# 2
# C40H69F17IN3O7S

A cluster of 4 separate species, C40H69F17IN3O7S in total in a non-equilibrium geometry (ωB97M-V with the def2-TZVPD basis set, OMol25).

Values from the calculation:
SMILES: CC(=O)OCCCC[C@]1(CCCO)OS(=O)(=O)O[C@@]1(C[C@H](C)I)C(F)(F)C(F)(F)C(F)(F)C(F)(F)C(F)(F)C(F)(F)C(F)(F)C(F)(F)F.CCN(CC)CC.CCN(CC)CC.CCN(CC)CC
HOMO-LUMO gap (eV): 8.36
E (eV): -126532.3002

ORCA input file:
```
! wB97M-V def2-TZVPD RIJCOSX def2/J DEFGRID3
* xyz 0 1
H -4.504 4.892 1.164
H -3.348 1.961 1.780
H 10.822 -7.029 -3.416
H 11.386 -5.796 -4.524
H 6.449 -2.992 -0.729
H 8.337 -5.845 -6.069
C -3.362 -4.600 2.956
H -8.686 2.536 -0.195
N 8.639 -4.550 -4.407
C 7.774 -5.320 -5.282
F -1.869 -2.523 4.516
H -7.496 6.708 3.265
C 9.497 -5.323 -3.524
H 0.770 -0.068 0.469
H 3.660 -3.792 -3.286
F -0.281 -5.651 4.847
H -2.918 0.950 0.414
C 2.717 -1.630 1.772
F -4.086 -5.424 2.200
H 4.492 -2.417 -0.018
H -11.038 10.135 1.887
H -11.402 7.101 1.856
H -8.960 9.471 3.511
O 5.437 2.500 0.875
C 6.908 -6.334 -4.550
C 2.858 0.159 -0.110
C 10.284 -3.742 -6.201
H -4.528 3.287 2.980
H 1.405 -1.761 -3.386
H -8.048 3.757 0.893
C -5.490 3.655 2.627
C -4.126 2.653 -0.145
C -6.542 2.488 -0.043
H 1.012 3.170 1.277
H 8.860 -5.887 -2.838
F 1.284 -3.776 3.629
C 0.222 -2.993 3.460
H -4.170 2.211 -1.146
S 4.205 1.844 1.115
F 1.752 -2.050 0.914
C -1.290 -4.814 4.614
H -7.899 3.970 -0.859
C -7.865 3.240 -0.050
C -8.901 6.524 1.596
C -2.130 -5.409 3.441
C -8.426 6.197 3.018
H -12.517 9.239 2.185
F 2.177 0.193 3.281
O 3.636 1.371 -0.324
C -8.156 9.458 2.775
I 7.553 -0.032 0.626
C 2.660 -3.526 -3.638
H -6.226 4.953 1.090
H -1.092 2.922 1.141
F 0.231 -0.809 4.460
C -0.820 -3.341 4.541
F 2.786 -1.659 4.126
H -9.117 9.792 0.889
H 1.002 4.011 -0.324
H 7.556 -1.857 -1.420
C 0.573 -1.472 3.348
H 5.420 -1.814 1.387
H 2.566 -3.821 -4.679
H 1.438 2.069 -1.380
F 3.373 -2.755 2.088
C 3.171 -1.635 -2.079
F -2.658 -6.546 3.951
N -5.381 3.349 0.085
C -10.782 7.976 2.068
C 1.492 0.742 0.419
F -0.201 -3.113 5.726
C -5.393 4.258 1.218
H -6.581 1.720 0.747
H 6.253 -6.838 -5.261
H 2.970 -1.516 -4.210
C 0.620 3.184 0.263
H 10.043 -4.631 -2.877
H -3.319 3.387 -0.197
H -6.462 1.949 -0.991
O 1.705 -4.223 -2.810
H 9.910 -4.491 -6.899
H 6.282 -5.849 -3.799
F -0.197 -0.951 2.384
H 1.782 -5.517 -0.570
H 10.054 -6.860 -4.989
H 2.538 -6.963 -1.263
H 11.242 -4.079 -5.810
C -8.629 8.960 1.402
H -8.227 5.125 3.098
F -0.329 -3.351 2.276
C -3.725 1.549 0.843
H 4.183 -1.374 -2.366
O -0.800 3.406 0.365
H -0.105 1.517 -0.792
H 9.777 -2.811 -4.329
H 6.077 -2.124 -2.285
H -6.211 2.838 2.679
H -8.056 6.413 0.910
F -1.375 -5.804 2.421
H -7.779 10.479 2.687
C -11.566 9.211 1.650
C 1.767 -6.214 -1.404
H 7.503 -7.106 -4.059
H 2.594 0.406 -2.216
H 3.121 -2.514 -1.442
F -3.032 -3.558 2.209
F -2.079 -4.873 5.701
C 5.879 -0.891 -0.447
C 3.620 -0.659 0.952
H -4.547 0.869 1.068
C 2.455 -2.040 -3.403
N -9.524 7.816 1.362
C 10.493 -6.302 -4.161
C 1.945 -5.555 -2.747
C 4.842 -1.540 0.512
H 8.492 -2.802 -5.499
H -11.780 9.197 0.581
C 2.083 -1.131 3.112
C 6.498 -2.059 -1.285
H -9.617 5.753 1.294
H -10.646 8.003 3.161
F -4.117 -4.202 3.961
H -7.755 8.739 0.783
H -7.340 8.854 3.168
H 5.445 -0.205 -1.165
H 1.575 1.137 1.428
C 0.883 1.845 -0.474
C 9.283 -3.434 -5.081
C 2.473 -0.405 -1.502
H 7.105 -4.622 -5.795
H -9.172 6.445 3.774
H 10.481 -2.834 -6.775
O 4.329 0.366 1.703
O 3.310 2.662 1.855
H 0.819 -6.749 -1.440
H -5.815 4.421 3.334
H 1.406 -0.614 -1.497
O 2.251 -6.197 -3.702
*
```

Mulliken atomic charge list, values in e, 2 entries: 0.340, 0.088

***

Record-wise LUMO energy values, in eV: 0.663; 0.262